No. 1
Computed, not measured: one molecule with the formula C3ClF6NO3S at a distorted geometry, with ωB97M-V/def2-TZVPD.

Structure (XYZ):
```
15
Properties=species:S:1:pos:R:3:forces:R:3:lowdin_charge:R:1
O -1.59375 0.41793 -1.03039 -0.4 0.1 -0.4 -0.226
S -1.22536 1.68602 -0.53396 0.3 0.1 -0.6 0.648
O -2.10653 2.51650 0.18910 0.6 0.5 -0.7 -0.175
F -0.62411 2.46268 -1.77114 -0.7 0.3 1.1 -0.166
O 0.21856 1.52761 0.30779 0.0 -0.7 -0.7 -0.145
N 0.53783 0.16490 0.53090 1.3 0.7 -1.4 -0.013
C 1.02836 -0.56792 -0.61962 -0.5 1.8 1.2 -0.590
Cl 1.06727 0.31650 -2.02300 0.8 -0.1 -1.7 0.922
C 1.59085 -1.72985 -0.49619 1.2 -2.1 1.2 -0.373
F 2.16805 -2.37514 -1.47701 -0.1 -0.1 -0.1 0.156
F 1.72237 -2.40654 0.66730 -0.4 0.8 -1.1 0.140
C -0.42268 -0.42907 1.33787 -1.5 2.0 2.4 -0.679
F 0.04367 -0.55731 2.60837 -0.2 -0.9 -0.9 0.167
F -0.97787 -1.48983 0.87112 0.4 -2.1 -0.1 0.244
F -1.42665 0.46352 1.43886 -0.8 -0.3 1.8 0.090
```
Positions in Å, forces in eV/Å.

Summary:
SMILES: O=S(=O)(F)ON(C(Cl)=C(F)F)C(F)(F)F
Orbital gap: 10.14 eV
E_HOMO: -10.003 eV
Energy above the lowest of the compared OMol25 structures with the same formula, charge and spin: 0.0 kJ/mol
E_LUMO: 0.141 eV

***

No. 2
Computed, not measured: a 2-piece molecular cluster, C3F4IN overall at a distorted geometry, with ωB97M-V/def2-TZVPD.

Structure (XYZ):
```
9
Properties=species:S:1:pos:R:3:forces:R:3:lowdin_charge:R:1
C 0.76010 -1.18479 0.16294 0.2 -0.1 1.2 -0.227
C 0.09835 -0.14512 -0.43251 -0.1 -0.9 -2.5 -0.127
C -0.35738 1.05375 0.28402 -0.1 2.0 2.3 -0.570
N 1.28552 -1.89065 0.91673 0.2 -0.3 -0.2 0.210
F -0.08714 -0.25738 -1.77759 0.0 0.7 1.7 0.112
F -0.88356 0.79173 1.51203 1.7 -0.9 0.2 0.142
F -1.37004 1.64284 -0.25428 -1.0 1.0 -2.5 0.207
F 0.65342 2.00360 0.43373 -1.0 -1.5 -0.1 0.100
I 3.93584 -0.03943 -0.09675 0.1 0.0 0.0 0.155
```
Positions in Å, forces in eV/Å.

Summary:
Orbital gap (spin up / spin down): 7.81 / 6.79 eV
E_HOMO (spin up / spin down): -10.396 / -10.047 eV
Energy above the lowest of the compared OMol25 structures with the same formula, charge and spin: 170.8 kJ/mol
E_LUMO (spin up / spin down): -2.590 / -3.262 eV

***

No. 3
Computed, not measured: one molecule with the formula C3F5I at a distorted geometry, with ωB97M-V/def2-TZVPD.

Structure (XYZ):
```
9
Properties=species:S:1:pos:R:3:forces:R:3:lowdin_charge:R:1
F -0.08672 -1.48521 1.22977 -0.1 0.2 -0.1 0.136
C 0.41501 -0.78207 0.21693 0.4 -0.5 0.5 -0.431
F 1.45320 -1.43506 -0.31282 -0.2 0.3 -0.2 0.166
C 0.44865 0.74332 0.30049 0.4 0.3 0.4 -0.429
F -0.02829 1.34786 1.38459 -0.1 -0.1 -0.1 0.139
F 1.51252 1.40422 -0.16733 -0.2 -0.3 -0.1 0.166
C -0.46994 0.04965 -0.65735 -3.1 0.0 0.3 -0.412
F -0.31533 0.11076 -1.96412 0.2 0.0 0.0 0.093
I -2.92909 0.04652 -0.03016 2.7 0.0 -0.6 0.574
```
Positions in Å, forces in eV/Å.

Summary:
SMILES: FC1(F)C(F)(F)C1(F)I
Orbital gap: 8.30 eV
E_HOMO: -10.251 eV
Energy above the lowest of the compared OMol25 structures with the same formula, charge and spin: 51.5 kJ/mol
E_LUMO: -1.952 eV

***

No. 4
Computed, not measured: a 2-piece molecular cluster, C3F5IO overall at a distorted geometry, with ωB97M-V/def2-TZVPD.

Structure (XYZ):
```
10
Properties=species:S:1:pos:R:3:forces:R:3:lowdin_charge:R:1
F -0.83767 1.34590 -1.70183 0.1 0.0 1.7 0.049
C -0.62206 1.40746 -0.34626 -1.1 -0.5 -2.6 -0.418
F 0.35967 2.23988 -0.11955 0.1 -0.2 0.6 0.163
C -1.31731 0.66119 0.50377 0.1 1.2 -0.4 -0.762
F -0.95360 0.81314 1.78142 -0.5 -0.5 0.3 0.010
I -3.00493 -0.47192 -0.02996 0.9 0.4 0.4 0.944
O 0.44163 -1.20308 0.37481 -2.2 0.3 0.7 0.211
C 1.49920 -1.44744 0.01323 2.2 -1.9 -1.7 -0.562
F 1.82177 -2.15973 -1.08796 -0.4 0.7 0.6 0.150
F 2.61331 -1.18540 0.61234 0.8 0.5 0.5 0.214
```
Positions in Å, forces in eV/Å.

Summary:
SMILES: FC(F)=C(F)I.O=C(F)F
Orbital gap: 9.41 eV
E_HOMO: -9.333 eV
Energy above the lowest of the compared OMol25 structures with the same formula, charge and spin: 0.0 kJ/mol
E_LUMO: 0.081 eV

***

No. 5
Computed, not measured: a 2-piece molecular cluster, C3F5NO3 overall at a distorted geometry, with ωB97M-V/def2-TZVPD.

Structure (XYZ):
```
12
Properties=species:S:1:pos:R:3:forces:R:3:lowdin_charge:R:1
C -1.06854 0.79354 0.17550 -2.6 0.0 -1.3 -0.418
C 2.59029 -0.51259 0.09237 -2.4 0.3 0.4 -0.295
C -2.29295 -0.48736 -0.02253 1.6 2.0 1.8 -0.548
N 1.87555 0.54012 -0.09310 -1.6 0.1 0.1 0.033
O -0.03100 0.03925 0.09955 1.7 -0.2 0.4 0.062
O -1.38979 1.95666 0.17931 1.0 -1.5 0.4 0.120
O 1.96467 1.66567 -0.46836 0.7 -0.5 0.0 0.166
F 3.81758 -0.43006 -0.35510 -0.3 -1.1 0.7 0.215
F 2.03371 -1.60746 0.65495 1.9 1.8 -1.3 0.175
F -1.98710 -1.34149 0.95562 -0.1 -0.8 -0.1 0.136
F -2.12836 -1.00843 -1.20436 0.0 -0.7 -0.9 0.186
F -3.56963 -0.17453 0.14626 0.1 0.6 -0.2 0.167
```
Positions in Å, forces in eV/Å.

Summary:
Orbital gap (spin up / spin down): 6.86 / 7.12 eV
E_HOMO (spin up / spin down): -9.976 / -10.017 eV
Energy above the lowest of the compared OMol25 structures with the same formula, charge and spin: 145.5 kJ/mol
E_LUMO (spin up / spin down): -3.116 / -2.893 eV

***

No. 6
Computed, not measured: a 2-piece molecular cluster, C3F6O4S2 overall at a distorted geometry, with ωB97M-V/def2-TZVPD.

Structure (XYZ):
```
15
Properties=species:S:1:pos:R:3:forces:R:3:lowdin_charge:R:1
C -1.43455 0.16260 0.33002 2.3 -0.4 -0.2 -0.256
C -2.72301 -0.55350 -0.02300 -0.1 -1.2 0.6 -0.547
C -0.33077 0.30542 -0.49498 -1.7 -0.4 0.3 -0.348
O 4.33648 -1.77899 0.20254 -0.8 2.1 -0.1 -0.544
O 2.07491 -0.25514 0.29300 0.0 0.3 -0.5 -0.659
O 4.61616 0.47040 1.08200 0.4 1.1 1.6 -0.504
O 1.77381 1.69242 -1.32646 0.2 -0.1 -1.3 -0.521
F -1.12703 -0.05486 1.63762 -0.4 0.7 -0.1 0.049
F -2.53611 1.79826 0.58866 0.0 -0.2 0.2 -0.464
F -3.34010 -0.04653 -1.06188 -0.5 0.3 -0.3 0.156
F -3.57648 -0.68744 1.04013 0.5 0.7 -0.7 0.094
F -2.52097 -1.89596 -0.35518 0.4 0.6 0.0 0.063
F -0.53077 0.08180 -1.82612 -0.1 0.1 -0.4 -0.026
S 4.05704 -0.31099 0.02482 0.1 -3.0 -1.7 0.710
S 1.26140 1.07252 -0.11116 -0.3 -0.6 2.8 0.796
```
Positions in Å, forces in eV/Å.

Summary:
Orbital gap: 6.89 eV
Net charge: -2
E_HOMO: -1.212 eV
Energy above the lowest of the compared OMol25 structures with the same formula, charge and spin: 2.8 kJ/mol
E_LUMO: 5.680 eV

***

> Which value of energy above the lowest of the compared OMol25 structures with the same formula, charge and spin does entry 6 give?

2.8 kJ/mol